Record 1
{
  "formula": "C15H18CaFNS4SbSi",
  "method": "ωB97M-V with the def2-TZVPD basis set",
  "multiplicity": 2,
  "total_energy_ha": -3537.3902,
  "e_lumo_ev": [4.73, 3.83],
  "e_homo_ev": [-1.717, -2.195],
  "orbital_gap_ev": [6.4, 6.0],
  "relative_energy_kj_mol": 10.26,
  "charge": -2,
  "symbols": ["Ca", "C", "Si", "C", "C", "N", "C", "C", "C", "C", "C", "C", "F", "H", "H", "H", "H", "H", "H", "H", "H", "H", "H", "H", "H", "H", "S", "Sb", "S", "S", "S", "C", "C", "C", "C", "C", "C", "H", "H", "H", "H", "H"],
  "coordinates": [[-0.07238, 0.36027, 2.07389], [1.33039, 0.15853, -3.10718], [0.46713, -0.59546, -1.57500], [0.05355, -2.41146, -1.99998], [-1.17337, 0.31432, -1.45030], [1.33688, -0.37776, -0.12842], [2.63657, -0.71283, 0.01215], [3.40780, -1.47491, -0.90946], [4.74739, -1.76088, -0.71977], [5.42539, -1.32013, 0.40972], [4.71300, -0.58400, 1.35189], [3.38611, -0.30784, 1.13738], [2.75079, 0.43451, 2.08932], [0.66260, 0.18168, -3.97255], [2.23249, -0.38731, -3.39353], [1.62868, 1.18502, -2.87794], [-0.83056, -2.47728, -2.64009], [-0.16832, -2.94728, -1.07342], [0.87227, -2.93615, -2.49990], [-1.60718, 0.47721, -2.44047], [-1.05959, 1.28993, -0.97090], [-1.88771, -0.27173, -0.87111], [2.90537, -1.84833, -1.79344], [5.27253, -2.34666, -1.46778], [6.47662, -1.53363, 0.55505], [5.17667, -0.21733, 2.25936], [1.30107, 3.88921, 6.09610], [1.48922, 2.43050, 4.31208], [0.56488, 0.30334, 4.80116], [0.09675, 3.08832, 2.49945], [-2.45681, -1.16379, 1.93029], [-3.51984, -0.00792, 1.16886], [-4.56160, -0.45758, 0.33991], [-5.38724, 0.43508, -0.32179], [-5.19977, 1.80567, -0.18840], [-4.20449, 2.26780, 0.66211], [-3.39308, 1.37961, 1.34730], [-4.69179, -1.52483, 0.21070], [-6.19164, 0.06757, -0.95129], [-5.82334, 2.49938, -0.74044], [-4.05401, 3.33311, 0.79623], [-2.65143, 1.76402, 2.04021]],
  "forces_ev_per_a": [[0.42, -0.21, -0.43], [0.09, -0.15, 0.24], [-0.20, 0.09, -0.45], [0.09, 0.17, 0.11], [0.12, -0.18, 0.09], [-0.44, 0.11, 0.60], [0.11, -0.08, -0.16], [-0.16, 0.05, 0.08], [0.14, -0.03, 0.02], [0.04, -0.04, -0.07], [-0.03, 0.00, 0.00], [0.22, 0.01, 0.06], [-0.32, -0.05, -0.04], [-0.06, -0.02, 0.03], [-0.01, 0.03, -0.01], [-0.02, 0.01, -0.02], [0.00, 0.04, -0.03], [-0.04, 0.01, 0.00], [0.02, 0.03, 0.01], [0.02, 0.00, -0.02], [-0.01, 0.04, 0.00], [-0.06, 0.04, 0.06], [0.03, -0.03, 0.00], [-0.01, 0.01, 0.00], [-0.01, -0.03, 0.02], [-0.02, 0.03, 0.00], [0.18, -0.12, -0.19], [-0.73, 0.18, 0.40], [0.31, 0.05, -0.21], [0.25, -0.08, -0.08], [0.32, -0.03, 0.12], [-0.25, 0.04, 0.00], [0.05, 0.12, -0.03], [-0.05, 0.05, -0.02], [-0.07, 0.05, -0.04], [-0.01, 0.06, -0.04], [0.01, -0.16, 0.01], [0.00, -0.01, 0.01], [0.06, -0.05, -0.03], [-0.02, 0.01, 0.05], [0.01, -0.01, 0.01], [0.02, 0.04, -0.04]]
}


Record 2
{
  "formula": "C15H18Cl2N2O2W",
  "method": "ωB97M-V with the def2-TZVPD basis set",
  "multiplicity": 3,
  "total_energy_ha": -1829.0894,
  "e_lumo_ev": [-9.68, -9.44],
  "e_homo_ev": [-14.414, -14.425],
  "orbital_gap_ev": [4.7, 5.0],
  "relative_energy_kj_mol": 332.02,
  "charge": 2,
  "symbols": ["C", "C", "H", "H", "H", "H", "H", "H", "C", "C", "C", "C", "H", "H", "H", "H", "N", "C", "C", "N", "C", "C", "C", "H", "H", "C", "H", "H", "W", "C", "H", "H", "H", "Cl", "C", "Cl", "C", "O", "O", "H"],
  "coordinates": [[-2.00152, -0.25418, 1.09454], [-2.35905, 1.26250, 0.62651], [-1.89779, -1.03415, 0.23172], [-2.88945, -0.66563, 1.58288], [-1.17537, -0.28941, 1.81764], [-3.24806, 1.36226, -0.00369], [-2.54136, 1.86273, 1.53599], [-1.49083, 1.85843, 0.17800], [0.17430, -2.70512, -0.00804], [0.86272, -3.84062, -0.43527], [1.83846, -3.75960, -1.43644], [2.12823, -2.50190, -1.94882], [-0.49474, -2.70627, 0.85357], [0.63456, -4.80881, 0.00732], [2.37556, -4.64083, -1.80539], [2.91768, -2.34280, -2.68358], [0.33058, -1.50814, -0.65890], [1.40007, -1.37673, -1.53744], [1.77548, -0.01955, -1.83135], [0.98867, 0.93453, -1.21500], [1.39630, 2.22735, -1.09918], [3.28973, 1.71754, -2.52815], [2.54367, 2.63221, -1.77286], [0.80105, 2.82341, -0.41005], [2.84914, 3.67301, -1.68857], [2.91475, 0.38268, -2.53541], [3.48737, -0.38918, -3.05078], [4.17293, 2.03930, -3.08272], [-0.82509, 0.22438, -0.61844], [-2.00849, 0.51075, -2.28448], [-1.30569, 1.09029, -2.90534], [-2.94942, 1.07479, -2.23498], [-2.19411, -0.44835, -2.78849], [1.65384, 3.31130, 4.38431], [1.32368, 1.64358, 3.94630], [0.03540, 0.92869, 4.94313], [0.88044, 1.49364, 2.43477], [1.14783, 0.33425, 1.98454], [0.29551, 2.45157, 1.87747], [2.24494, 1.05765, 4.08416]],
  "forces_ev_per_a": [[-2.08, 1.01, 0.68], [-1.05, -0.30, 1.12], [-0.65, -0.15, 1.16], [0.09, -0.07, -0.07], [0.44, 0.05, -0.07], [0.12, -0.33, 0.19], [0.46, -0.25, -0.26], [-0.26, 0.38, 0.49], [0.21, 0.34, -1.00], [0.04, -0.10, 0.20], [-0.47, 0.24, 0.08], [-0.09, 1.02, -0.13], [-0.01, -0.22, -0.45], [0.08, 0.33, 0.13], [-0.29, 0.34, 0.28], [-0.16, -0.28, 0.29], [1.63, -1.00, -0.56], [-0.59, -2.26, 0.57], [0.53, 2.11, -0.48], [0.79, -0.47, 0.02], [0.39, -0.68, -0.46], [-0.31, 0.43, 0.19], [-0.09, 0.29, 0.15], [0.18, 0.22, -0.19], [-0.01, -0.24, -0.02], [-0.71, -1.04, 0.28], [0.02, 0.46, 0.12], [-0.26, -0.05, 0.22], [3.14, 1.25, -0.67], [-0.28, -0.64, 0.03], [0.09, 0.05, -0.15], [0.30, -0.03, 0.11], [0.03, 0.19, -0.11], [-0.06, -0.08, 0.03], [0.44, -0.06, -0.94], [0.01, 0.01, -0.11], [0.08, -0.04, 0.72], [-1.17, 0.60, -1.03], [0.04, -1.27, -0.48], [-0.54, 0.22, 0.10]]
}